No. 1
Here is C17H32CaCl3FN2O8SSi as an isolated structure in a non-equilibrium geometry from the Open Molecules 2025 dataset. Energies are from ωB97M-V/def2-TZVPD.

Atoms and positions in Å:
1 C 3.554 0.066 -0.291
2 Si 3.876 1.834 -0.777
3 C 5.501 2.321 0.015
4 C 4.125 1.880 -2.633
5 O 2.731 2.947 -0.200
6 C 1.844 3.548 -1.150
7 C 1.138 4.710 -0.453
8 N -0.223 4.429 0.023
9 C -1.128 4.115 -1.042
10 O -0.896 4.574 -2.124
11 O -2.234 3.314 -0.898
12 C -1.845 1.989 -0.453
13 C -2.699 0.824 -0.871
14 C -2.098 -0.042 -1.984
15 C -0.630 -0.466 -1.821
16 N -0.214 -0.981 -0.515
17 C -0.260 -2.282 -0.067
18 C 0.286 -2.387 1.188
19 C 0.688 -1.075 1.580
20 C 0.348 -0.309 0.515
21 H 2.737 -0.373 -0.867
22 H 3.314 -0.087 0.760
23 H 4.429 -0.542 -0.523
24 H 5.380 2.434 1.092
25 H 6.171 1.470 -0.112
26 H 5.906 3.220 -0.442
27 H 3.403 1.234 -3.133
28 H 5.121 1.485 -2.826
29 H 4.042 2.870 -3.077
30 H 2.371 3.979 -1.999
31 H 1.141 2.786 -1.497
32 H 1.078 5.543 -1.142
33 H 1.707 5.051 0.409
34 H -0.230 3.799 0.801
35 H -1.956 2.017 0.658
36 H -0.780 1.887 -0.727
37 H -2.829 0.216 0.017
38 H -3.654 1.223 -1.200
39 H -2.739 -0.901 -2.171
40 H -2.129 0.554 -2.903
41 H 0.016 0.381 -2.047
42 H -0.453 -1.280 -2.518
43 H -0.655 -3.093 -0.654
44 H 0.414 -3.294 1.773
45 H 1.174 -0.759 2.483
46 H 0.604 0.739 0.515
47 Ca -0.470 2.077 1.666
48 C -4.538 -4.641 -0.674
49 C -5.427 -3.492 -1.101
50 O -5.530 -2.670 0.063
51 S -4.165 -2.746 0.907
52 O -3.358 -1.631 0.564
53 O -4.483 -3.074 2.239
54 O -3.553 -4.041 0.172
55 H -5.090 -5.379 -0.088
56 H -4.059 -5.134 -1.516
57 H -6.413 -3.817 -1.419
58 H -4.963 -2.904 -1.898
59 C 2.865 -3.618 4.533
60 Cl 3.388 -5.261 4.167
61 Cl 4.261 -2.531 4.645
62 Cl 1.724 -3.041 3.323
63 H 2.366 -3.627 5.493
64 F -3.186 1.506 1.661
65 O -2.065 -2.891 4.595
66 H -2.752 -2.657 3.959

Results
LUMO energy ... -2.25 eV
Total energy ... -4223.8629 a.u.
HOMO energy ... -4.6 eV



No. 2
Here is C3H4O2S as an isolated structure in a non-equilibrium geometry from the Open Molecules 2025 dataset. Energies are from ωB97M-V/def2-TZVPD.

Atoms and positions in Å:
1 C -0.811 0.007 -2.027
2 C -0.137 -0.332 -0.979
3 C -0.466 0.132 0.985
4 O 1.143 0.761 3.144
5 O 1.827 -1.149 1.755
6 S 0.989 0.047 1.880
7 H -0.558 -0.329 -2.997
8 H -1.841 0.516 -1.876
9 H 0.806 -0.770 -0.837
10 H -0.952 1.117 0.952

Results
LUMO energy (spin up / spin down) ... -1.12 / -1.13 eV
Total energy ... -665.1727 a.u.
HOMO energy (spin up / spin down) ... -10.0 / -10.0 eV
Energy above the lowest of the compared OMol25 structures with the same formula, charge and spin ... 559.2 kJ/mol